Entry P
{"formula": "C30H90O15", "method": "the ωB97M-V functional and the def2-TZVPD basis", "symbols": ["C", "C", "O", "H", "H", "H", "H", "H", "H", "C", "C", "O", "H", "H", "H", "H", "H", "H", "C", "C", "O", "H", "H", "H", "H", "H", "H", "C", "C", "O", "H", "H", "H", "H", "H", "H", "C", "C", "O", "H", "H", "H", "H", "H", "H", "C", "C", "O", "H", "H", "H", "H", "H", "H", "C", "C", "O", "H", "H", "H", "H", "H", "H", "C", "C", "O", "H", "H", "H", "H", "H", "H", "C", "C", "O", "H", "H", "H", "H", "H", "H", "C", "C", "O", "H", "H", "H", "H", "H", "H", "C", "C", "O", "H", "H", "H", "H", "H", "H", "C", "C", "O", "H", "H", "H", "H", "H", "H", "C", "C", "O", "H", "H", "H", "H", "H", "H", "C", "C", "O", "H", "H", "H", "H", "H", "H", "C", "C", "O", "H", "H", "H", "H", "H", "H"], "coordinates": [[-4.5967, -3.2789, 0.7774], [-3.1838, -2.7165, 0.7666], [-2.4571, -3.1158, 1.9321], [-5.1996, -2.6638, 1.4461], [-4.6244, -4.3317, 1.0458], [-5.0325, -3.1967, -0.2250], [-3.2374, -1.6254, 0.7029], [-2.5928, -3.0266, -0.1038], [-2.3010, -2.3044, 2.4533], [0.9826, -3.0418, 3.0549], [2.4387, -2.6253, 3.1291], [2.8570, -1.9979, 1.9381], [0.3007, -2.1991, 2.9289], [0.6775, -3.5610, 3.9723], [0.7628, -3.7670, 2.2655], [3.0866, -3.4424, 3.4628], [2.5373, -1.8977, 3.9399], [3.1390, -2.6597, 1.2634], [-4.2599, 0.1273, -1.7971], [-5.5003, 0.7849, -1.1688], [-5.7618, 0.3346, 0.1562], [-3.3764, 0.7233, -1.5617], [-4.3087, 0.0668, -2.8845], [-4.1355, -0.8910, -1.4320], [-6.3509, 0.5625, -1.8169], [-5.3274, 1.8590, -1.1833], [-6.3670, -0.4087, 0.0985], [4.8574, 0.3166, -0.0558], [4.9066, 1.5855, -0.8631], [3.6431, 1.7817, -1.5532], [4.1010, 0.4710, 0.7211], [5.8038, 0.1056, 0.4387], [4.6085, -0.5537, -0.6646], [5.7065, 1.5745, -1.6210], [5.0436, 2.4752, -0.2302], [3.6784, 2.6672, -1.9698], [-0.3007, -5.5444, -0.1989], [-1.4386, -6.0394, 0.6667], [-1.2781, -5.5996, 2.0147], [-0.4630, -5.6992, -1.2689], [0.6428, -5.9921, 0.1237], [-0.1331, -4.4681, -0.0761], [-1.5069, -7.1300, 0.6743], [-2.4221, -5.6747, 0.3295], [-1.7281, -4.7368, 2.1485], [3.3878, -0.3683, -4.1597], [4.7780, -0.4621, -3.5681], [5.7142, -0.5633, -4.6631], [2.6709, 0.0425, -3.4448], [3.0512, -1.3293, -4.5409], [3.4002, 0.3734, -4.9615], [4.9098, -1.3529, -2.9421], [4.9780, 0.4403, -2.9740], [6.5664, -0.8571, -4.3314], [-2.5081, -1.2001, -4.5577], [-1.7636, -0.8781, -3.2888], [-0.3706, -0.8671, -3.5258], [-3.5432, -1.4777, -4.3418], [-2.1380, -2.0991, -5.0576], [-2.4219, -0.3415, -5.2199], [-1.9605, -1.6022, -2.4810], [-2.1262, 0.0814, -2.8937], [0.0900, -0.4605, -2.7667], [0.7171, 1.7952, 4.4565], [0.9974, 0.5234, 3.6746], [2.2690, 0.6165, 3.0324], [-0.3310, 1.7814, 4.7619], [0.8775, 2.6861, 3.8500], [1.3276, 1.8376, 5.3567], [0.2058, 0.3220, 2.9447], [0.9650, -0.3175, 4.3803], [2.4387, -0.2736, 2.6718], [-3.9785, -0.6423, 4.6964], [-2.4812, -0.4108, 4.5041], [-2.0918, -0.6247, 3.1492], [-4.2168, -0.7224, 5.7606], [-4.3150, -1.5224, 4.1540], [-4.5369, 0.2287, 4.3387], [-1.9437, -1.1850, 5.0584], [-2.1943, 0.5744, 4.8805], [-2.4566, 0.0707, 2.5459], [1.5125, 4.2540, -2.1552], [2.7206, 5.1547, -2.1570], [3.8527, 4.3764, -2.6245], [1.6520, 3.4011, -1.4902], [1.3451, 3.8936, -3.1709], [0.6134, 4.7432, -1.7803], [2.9302, 5.5288, -1.1447], [2.6356, 6.0501, -2.7832], [4.6633, 4.8340, -2.3774], [2.3819, 5.0061, 1.4135], [2.4798, 3.4996, 1.3219], [3.3629, 3.0416, 2.3297], [1.5845, 5.4262, 0.7875], [3.3069, 5.4585, 1.0488], [2.1823, 5.3423, 2.4304], [2.8664, 3.2189, 0.3340], [1.5140, 3.0027, 1.4652], [2.9953, 2.1979, 2.7034], [-1.7354, 2.8796, 1.8004], [-3.0126, 2.4646, 1.1092], [-3.3595, 1.1622, 1.5210], [-1.7579, 2.6646, 2.8709], [-1.5121, 3.9492, 1.7501], [-0.8634, 2.4118, 1.3386], [-2.8163, 2.4927, 0.0306], [-3.8207, 3.1803, 1.2852], [-4.1501, 0.8775, 1.0218], [-2.0217, 3.4691, -2.1316], [-3.4182, 3.7481, -2.6415], [-3.7350, 2.7905, -3.6393], [-1.8013, 4.1733, -1.3235], [-1.2700, 3.6184, -2.9030], [-1.9455, 2.4503, -1.7481], [-3.4561, 4.7882, -2.9955], [-4.1555, 3.7136, -1.8260], [-4.6081, 2.9950, -3.9929], [-0.5115, -0.5116, 0.0416], [0.8898, 0.0685, -0.0309], [1.2822, 0.1826, -1.3975], [-0.4375, -1.5835, -0.1676], [-1.1904, -0.0438, -0.6730], [-0.9739, -0.3866, 1.0241], [1.5895, -0.5930, 0.4846], [0.9122, 1.0429, 0.4752], [2.1622, 0.6045, -1.3603], [2.9301, -3.2420, -1.7871], [2.4837, -4.0541, -0.6080], [3.5654, -4.1739, 0.3623], [2.0984, -3.1307, -2.4849], [3.7806, -3.7064, -2.2816], [3.1758, -2.2142, -1.5084], [2.2574, -5.0788, -0.9221], [1.6094, -3.6265, -0.1068], [3.3600, -4.8736, 0.9886]], "gap_ev": 9.7, "lumo_energy_ev": 0.30}

***

Entry Q
{"formula": "C30H90O15", "method": "the ωB97M-V functional and the def2-TZVPD basis", "symbols": ["C", "C", "O", "H", "H", "H", "H", "H", "H", "C", "C", "O", "H", "H", "H", "H", "H", "H", "C", "C", "O", "H", "H", "H", "H", "H", "H", "C", "C", "O", "H", "H", "H", "H", "H", "H", "C", "C", "O", "H", "H", "H", "H", "H", "H", "C", "C", "O", "H", "H", "H", "H", "H", "H", "C", "C", "O", "H", "H", "H", "H", "H", "H", "C", "C", "O", "H", "H", "H", "H", "H", "H", "C", "C", "O", "H", "H", "H", "H", "H", "H", "C", "C", "O", "H", "H", "H", "H", "H", "H", "C", "C", "O", "H", "H", "H", "H", "H", "H", "C", "C", "O", "H", "H", "H", "H", "H", "H", "C", "C", "O", "H", "H", "H", "H", "H", "H", "C", "C", "O", "H", "H", "H", "H", "H", "H", "C", "C", "O", "H", "H", "H", "H", "H", "H"], "coordinates": [[-4.2979, -4.7271, -1.6300], [-3.8853, -6.0913, -1.0540], [-2.5545, -6.2973, -1.6099], [-4.3442, -4.6761, -2.7179], [-3.6538, -3.9364, -1.2453], [-5.3475, -4.5410, -1.4021], [-4.6020, -6.8403, -1.3908], [-3.7413, -6.1334, 0.0256], [-2.4216, -7.2412, -1.7240], [3.8405, -1.7891, 1.5360], [4.7779, -1.3781, 2.7013], [5.7550, -0.5330, 2.1176], [2.9103, -2.2524, 1.8648], [4.4071, -2.3818, 0.8179], [3.6107, -0.8621, 1.0106], [5.3236, -2.2917, 2.9371], [4.3063, -0.9018, 3.5609], [5.3533, 0.1294, 1.5506], [5.3913, -3.0383, -2.4239], [6.3185, -4.1371, -1.9207], [7.6181, -4.0319, -2.4149], [5.9754, -2.1430, -2.2110], [4.4866, -3.0455, -1.8160], [5.2666, -3.0028, -3.5062], [5.8672, -5.0957, -2.1768], [6.3657, -3.9517, -0.8477], [8.0143, -4.7628, -1.9349], [-1.9539, 3.3227, -3.4450], [-1.0342, 4.5670, -3.5669], [-1.5335, 5.2804, -4.6128], [-1.5669, 2.5585, -2.7710], [-2.0622, 2.7531, -4.3680], [-2.9844, 3.5101, -3.1431], [-0.0817, 4.1301, -3.8667], [-1.0090, 5.1600, -2.6526], [-2.0002, 6.0414, -4.2598], [-8.5962, -1.8800, 0.1002], [-7.7006, -0.7930, 0.5296], [-6.5252, -1.3515, 1.0982], [-9.4197, -1.3630, -0.3925], [-8.9775, -2.5942, 0.8300], [-8.1899, -2.5851, -0.6250], [-8.1814, -0.2288, 1.3288], [-7.4018, -0.1965, -0.3324], [-5.8779, -0.6430, 1.1216], [-0.1292, -3.5146, 1.7170], [-1.2164, -4.3600, 1.1961], [-1.2564, -4.1927, -0.2226], [0.7615, -3.7521, 1.1353], [-0.0030, -3.7532, 2.7731], [-0.2949, -2.4416, 1.6201], [-2.1216, -3.9291, 1.6238], [-1.0742, -5.3855, 1.5371], [-1.8205, -4.8542, -0.6298], [-4.3558, 0.3692, 3.6224], [-3.5499, 0.9659, 2.3948], [-4.5400, 0.8450, 1.3811], [-5.1792, 0.9936, 3.9693], [-3.7548, 0.1360, 4.5014], [-4.6121, -0.6541, 3.3480], [-2.7348, 0.2560, 2.2544], [-3.1618, 1.9735, 2.5437], [-5.3277, 1.3779, 1.5117], [6.1312, 3.0115, 1.6045], [5.6183, 2.5796, 0.2524], [5.0770, 1.2665, 0.3095], [6.2075, 4.0872, 1.7629], [7.1392, 2.6154, 1.7272], [5.5702, 2.5595, 2.4225], [6.4136, 2.6569, -0.4889], [4.7384, 3.1691, -0.0049], [4.7302, 1.0712, -0.5641], [-3.2570, -0.3372, -3.0275], [-3.9503, 0.3746, -1.9258], [-3.0720, 0.3234, -0.8611], [-3.1508, -1.3946, -2.7852], [-2.2844, 0.1160, -3.2194], [-3.7715, -0.3585, -3.9882], [-4.8713, -0.1756, -1.7334], [-4.2851, 1.3132, -2.3675], [-3.6185, 0.4024, -0.0758], [2.9532, 4.6027, 2.9086], [3.5860, 5.8824, 2.2609], [4.9260, 6.0524, 2.6301], [3.6743, 3.7854, 2.9034], [2.1249, 4.2806, 2.2776], [2.5654, 4.8636, 3.8933], [3.0406, 6.8025, 2.4711], [3.5901, 5.6501, 1.1959], [4.9702, 6.4709, 3.4929], [2.5234, 2.3531, -3.7995], [3.0107, 0.9297, -3.5521], [3.9416, 1.0026, -2.4320], [2.3119, 2.9176, -2.8913], [1.5797, 2.1229, -4.2941], [3.2242, 2.8537, -4.4675], [3.4444, 0.5477, -4.4763], [2.1010, 0.4676, -3.1687], [4.7457, 1.3337, -2.8387], [0.5551, 0.2919, -0.9297], [0.1378, 0.7869, 0.4080], [-1.0321, 1.5538, 0.2911], [1.5242, -0.1973, -1.0278], [0.5906, 1.1239, -1.6330], [-0.2305, -0.3499, -1.3284], [0.9124, 1.1959, 1.0567], [-0.2260, -0.0419, 1.0153], [-1.8230, 1.0792, 0.0249], [0.3387, -1.1579, 4.5585], [0.7154, -2.3902, 5.3341], [-0.4837, -3.1341, 5.4852], [-0.1189, -1.3692, 3.5920], [1.3174, -0.7867, 4.2544], [-0.1256, -0.4024, 5.1924], [1.1753, -2.2376, 6.3105], [1.3877, -3.0007, 4.7313], [-0.9933, -2.6711, 6.1542], [-3.1092, 5.6305, 0.7672], [-1.6998, 6.0802, 1.0878], [-0.9454, 6.0288, -0.0851], [-3.1434, 4.5599, 0.5652], [-3.5658, 6.1906, -0.0489], [-3.6785, 6.0115, 1.6150], [-1.3737, 5.4575, 1.9209], [-1.7686, 7.1170, 1.4170], [-0.9035, 5.1040, -0.3393], [1.5745, -2.7672, -2.0874], [0.4161, -2.8081, -3.1230], [-0.4392, -3.8788, -2.8984], [1.3306, -2.4603, -1.0703], [2.4329, -2.2430, -2.5076], [2.0776, -3.7341, -2.0824], [0.8716, -2.8636, -4.1117], [-0.0739, -1.8367, -3.0573], [-0.5749, -3.8955, -1.9482]], "gap_ev": 9.6, "lumo_energy_ev": 0.26}

***

Entry R
{"formula": "C30H90O15", "method": "the ωB97M-V functional and the def2-TZVPD basis", "symbols": ["C", "C", "O", "H", "H", "H", "H", "H", "H", "C", "C", "O", "H", "H", "H", "H", "H", "H", "C", "C", "O", "H", "H", "H", "H", "H", "H", "C", "C", "O", "H", "H", "H", "H", "H", "H", "C", "C", "O", "H", "H", "H", "H", "H", "H", "C", "C", "O", "H", "H", "H", "H", "H", "H", "C", "C", "O", "H", "H", "H", "H", "H", "H", "C", "C", "O", "H", "H", "H", "H", "H", "H", "C", "C", "O", "H", "H", "H", "H", "H", "H", "C", "C", "O", "H", "H", "H", "H", "H", "H", "C", "C", "O", "H", "H", "H", "H", "H", "H", "C", "C", "O", "H", "H", "H", "H", "H", "H", "C", "C", "O", "H", "H", "H", "H", "H", "H", "C", "C", "O", "H", "H", "H", "H", "H", "H", "C", "C", "O", "H", "H", "H", "H", "H", "H"], "coordinates": [[1.0432, 0.4381, 5.7180], [1.8104, 1.3356, 4.7558], [1.4069, 1.2355, 3.4236], [1.6244, 0.5021, 6.6615], [1.1338, -0.5553, 5.3923], [-0.0182, 0.7585, 5.8060], [2.8858, 1.0147, 4.6820], [1.8638, 2.3345, 5.0877], [1.1316, 2.1344, 3.1446], [0.2573, 1.0222, -3.7440], [1.6162, 0.5188, -4.1934], [2.5605, 1.6188, -4.1394], [0.2551, 1.2906, -2.7058], [-0.4004, 0.1386, -3.7782], [-0.1634, 1.8629, -4.2959], [1.6420, 0.2633, -5.2769], [1.8560, -0.3498, -3.6621], [3.4582, 1.2171, -4.4047], [-2.9266, -4.1846, -3.8228], [-1.4718, -3.6720, -3.8679], [-0.5580, -4.4200, -2.9847], [-3.0010, -5.1658, -4.1911], [-3.5446, -3.5525, -4.4186], [-3.3274, -4.2197, -2.8022], [-1.4145, -2.5997, -3.7010], [-1.0821, -3.7559, -4.8571], [-0.8556, -4.2751, -2.0719], [-1.2882, 4.5631, -1.7638], [-0.6635, 3.7466, -0.6523], [0.0070, 4.6567, 0.2891], [-0.4897, 4.9542, -2.3783], [-1.8633, 5.3780, -1.3082], [-1.9861, 3.9266, -2.3756], [0.0745, 3.0452, -1.1152], [-1.4032, 3.2478, -0.0652], [0.8216, 5.1115, -0.0583], [-3.1503, 1.2929, 3.4491], [-2.2848, 0.2739, 2.7307], [-1.2332, -0.2939, 3.4830], [-3.8696, 0.7891, 4.0903], [-3.7469, 1.8606, 2.6401], [-2.6263, 2.0589, 4.0694], [-1.7434, 0.6472, 1.8510], [-2.9104, -0.6181, 2.4131], [-0.4298, 0.2006, 3.3649], [-5.5917, 3.0614, 0.7915], [-5.9337, 3.4884, -0.6169], [-4.6072, 3.6024, -1.2584], [-4.9645, 3.8753, 1.2297], [-5.0543, 2.0793, 0.8011], [-6.5050, 2.9442, 1.3822], [-6.4592, 4.4264, -0.6078], [-6.4630, 2.6825, -1.1433], [-4.6426, 3.9378, -2.2247], [-1.5073, -4.1498, 4.3432], [-0.0838, -3.7596, 4.1085], [0.2820, -2.4238, 4.4240], [-2.1696, -3.3666, 3.8849], [-1.6434, -4.2824, 5.3745], [-1.6491, -5.1454, 3.8724], [0.1756, -3.9898, 3.1177], [0.5808, -4.3309, 4.8347], [-0.3574, -1.7875, 3.9838], [3.7258, 4.4220, -0.1089], [2.9903, 3.1509, -0.5565], [3.9206, 2.2430, -1.0896], [4.3674, 4.6297, -0.9337], [4.3828, 4.3157, 0.6868], [3.0985, 5.3529, 0.0963], [2.2359, 3.3203, -1.3318], [2.3914, 2.7285, 0.2664], [3.6132, 2.0055, -2.0017], [6.3449, -0.9601, -2.4188], [6.1696, 0.3050, -3.2244], [5.0748, 0.2862, -4.2213], [6.3143, -1.9177, -2.9485], [5.6769, -1.0028, -1.6211], [7.3530, -0.7904, -1.9714], [7.0604, 0.5363, -3.7975], [6.0098, 1.2041, -2.6311], [5.0371, -0.4789, -4.7107], [-1.1075, 4.0220, 5.1633], [-0.9707, 4.6914, 3.7878], [-0.3418, 3.7282, 2.9123], [-1.6334, 4.6796, 5.8574], [-0.1042, 3.8217, 5.5367], [-1.5950, 3.0645, 4.9970], [-0.2743, 5.5035, 3.9853], [-1.9701, 4.9875, 3.3701], [-0.2069, 4.1378, 2.0512], [-3.6010, -4.2814, 0.1576], [-2.3846, -3.5513, 0.5688], [-1.3569, -3.8303, -0.3408], [-4.5144, -4.1349, 0.7783], [-3.3385, -5.3794, 0.1648], [-3.9685, -4.1129, -0.8832], [-2.1042, -3.9244, 1.5868], [-2.5850, -2.4712, 0.5751], [-0.4968, -3.4258, -0.0967], [3.8990, -1.5555, 1.0698], [3.1126, -1.2323, 2.3140], [1.8041, -1.7512, 2.2325], [3.4157, -1.0205, 0.2925], [3.9717, -2.6222, 0.9009], [4.9430, -1.2010, 1.2702], [3.0996, -0.1360, 2.4221], [3.6294, -1.7466, 3.1625], [1.5355, -2.1918, 3.0567], [0.1982, 0.0648, -0.1331], [0.3853, -1.2120, -0.9554], [0.8698, -2.3126, -0.2343], [1.2242, 0.5006, -0.0845], [-0.0913, -0.0674, 0.9334], [-0.6297, 0.7611, -0.5055], [1.0428, -1.1458, -1.7623], [-0.6200, -1.5282, -1.3500], [1.3291, -2.1213, 0.6532], [3.2500, -4.9324, -3.0282], [2.8771, -4.2487, -4.3003], [1.9976, -3.1393, -4.1086], [4.0592, -5.6516, -3.2252], [2.4660, -5.4204, -2.4542], [3.7427, -4.1830, -2.4456], [2.3643, -4.8479, -5.0438], [3.7647, -3.8464, -4.7712], [1.1826, -3.4627, -3.6453], [-3.5548, 0.6699, -3.0609], [-3.7496, 0.1098, -1.6252], [-3.0079, 0.7848, -0.6645], [-3.9166, -0.0925, -3.7683], [-2.5312, 0.9167, -3.1013], [-4.1352, 1.5583, -3.2060], [-3.3150, -0.8689, -1.5193], [-4.8136, 0.0129, -1.3330], [-3.4147, 1.6468, -0.3507]], "gap_ev": 10.0, "lumo_energy_ev": 0.47}

***

Entry S
{"formula": "C30H90O15", "method": "the ωB97M-V functional and the def2-TZVPD basis", "symbols": ["C", "C", "O", "H", "H", "H", "H", "H", "H", "C", "C", "O", "H", "H", "H", "H", "H", "H", "C", "C", "O", "H", "H", "H", "H", "H", "H", "C", "C", "O", "H", "H", "H", "H", "H", "H", "C", "C", "O", "H", "H", "H", "H", "H", "H", "C", "C", "O", "H", "H", "H", "H", "H", "H", "C", "C", "O", "H", "H", "H", "H", "H", "H", "C", "C", "O", "H", "H", "H", "H", "H", "H", "C", "C", "O", "H", "H", "H", "H", "H", "H", "C", "C", "O", "H", "H", "H", "H", "H", "H", "C", "C", "O", "H", "H", "H", "H", "H", "H", "C", "C", "O", "H", "H", "H", "H", "H", "H", "C", "C", "O", "H", "H", "H", "H", "H", "H", "C", "C", "O", "H", "H", "H", "H", "H", "H", "C", "C", "O", "H", "H", "H", "H", "H", "H"], "coordinates": [[10.9085, -3.2594, 9.5982], [11.9391, -4.2358, 9.0013], [12.4826, -3.6376, 7.8461], [10.0653, -3.1444, 8.9172], [11.3901, -2.3076, 9.8227], [10.4934, -3.6499, 10.5273], [11.4122, -5.1609, 8.7676], [12.7407, -4.4423, 9.7104], [13.1969, -4.1676, 7.4849], [17.3819, -0.7008, 1.3389], [15.9837, -0.0242, 1.2311], [15.4912, 0.0423, 2.5476], [17.9649, -0.7463, 0.4191], [17.3039, -1.7030, 1.7604], [17.9638, -0.1491, 2.0772], [15.3009, -0.5196, 0.5408], [16.0037, 1.0270, 0.9434], [14.5351, 0.0635, 2.4644], [19.3027, -4.0415, 1.0040], [20.5809, -4.8488, 1.4580], [21.2318, -4.0957, 2.5428], [18.5040, -3.9091, 1.7338], [18.8729, -4.5140, 0.1208], [19.5497, -3.0388, 0.6550], [21.2922, -4.7988, 0.6336], [20.4334, -5.8673, 1.8173], [22.0782, -4.5089, 2.7282], [12.7786, -1.9894, 2.3512], [11.9844, -0.6381, 2.2700], [12.9476, 0.4230, 2.1333], [13.4427, -2.0703, 3.2118], [13.3583, -2.1636, 1.4447], [12.1092, -2.8421, 2.4646], [11.3189, -0.5343, 3.1270], [11.2636, -0.6065, 1.4529], [12.3953, 1.1961, 1.9957], [18.5067, -1.0808, 6.3937], [17.6332, -1.3031, 5.1981], [17.1399, -0.0303, 4.8250], [19.2963, -0.4043, 6.0668], [18.9967, -1.9600, 6.8120], [18.0206, -0.5869, 7.2350], [16.7713, -1.9488, 5.3659], [18.2900, -1.7102, 4.4293], [16.5751, -0.1734, 4.0620], [10.6138, -5.1229, 4.5537], [10.3100, -5.3507, 6.0575], [9.2163, -6.2667, 6.1995], [11.1246, -4.1600, 4.5580], [9.7247, -4.9300, 3.9533], [11.2871, -5.7982, 4.0256], [10.0434, -4.4200, 6.5583], [11.1767, -5.7561, 6.5797], [9.0468, -6.3062, 7.1436], [16.7803, -7.5391, 1.4132], [15.4431, -7.6501, 2.1725], [14.7375, -8.7129, 1.5065], [17.4143, -6.7091, 1.7249], [16.5774, -7.4375, 0.3471], [17.3261, -8.4797, 1.4871], [14.8583, -6.7385, 2.0488], [15.5984, -7.8789, 3.2269], [14.8579, -9.4912, 2.0554], [12.2606, -8.6937, 4.3978], [11.8904, -9.5481, 3.1759], [10.6151, -10.0606, 3.5210], [13.1248, -8.0491, 4.2374], [12.5767, -9.2818, 5.2594], [11.4847, -8.0137, 4.7496], [12.6541, -10.2929, 2.9521], [11.8059, -8.8571, 2.3371], [9.9579, -9.3690, 3.6267], [13.7164, -7.3294, 8.2556], [14.7623, -6.7025, 7.3951], [14.4019, -5.3422, 7.0922], [13.8442, -8.3814, 8.5108], [12.7269, -7.2945, 7.7999], [13.6959, -6.7843, 9.1993], [14.9119, -7.2914, 6.4902], [15.7011, -6.7097, 7.9489], [15.0138, -5.0459, 6.4144], [15.7171, -3.1279, -0.9763], [15.2516, -4.4614, -0.4063], [14.0279, -4.9641, -0.8911], [15.7777, -3.1240, -2.0646], [16.7025, -2.8548, -0.5989], [15.0415, -2.3050, -0.7427], [15.1849, -4.4694, 0.6817], [16.0005, -5.2346, -0.5774], [14.0631, -5.1946, -1.8224], [10.1775, -6.7837, 1.3770], [11.6339, -6.4370, 1.2128], [11.8769, -5.0522, 0.9766], [9.6655, -6.2215, 2.1580], [10.0738, -7.8407, 1.6220], [9.6408, -6.6297, 0.4408], [12.1673, -6.9718, 0.4269], [12.2416, -6.6607, 2.0896], [12.6778, -4.9602, 0.4553], [17.9425, -7.9474, 4.8535], [19.2055, -8.7791, 4.9317], [18.9620, -9.6247, 6.0196], [18.2112, -7.1523, 4.1580], [17.7022, -7.5022, 5.8189], [17.1178, -8.5344, 4.4492], [20.1396, -8.2646, 5.1573], [19.3943, -9.2709, 3.9775], [19.7413, -10.1770, 6.1161], [16.6132, -3.2328, 8.5986], [16.4668, -4.1608, 9.7841], [17.6688, -4.2667, 10.4498], [16.9501, -2.2539, 8.9399], [15.6761, -3.0991, 8.0581], [17.3660, -3.5496, 7.8769], [16.0773, -5.1573, 9.5758], [15.7708, -3.7223, 10.4992], [17.4276, -4.6632, 11.2902], [21.0751, -3.6414, 5.9155], [19.9076, -4.5905, 5.7178], [19.2898, -4.3360, 4.5257], [21.5831, -3.9670, 6.8232], [20.7791, -2.5927, 5.9414], [21.7984, -3.6870, 5.1013], [19.2073, -4.4583, 6.5425], [20.2118, -5.6371, 5.7303], [19.9630, -4.2135, 3.8523], [14.4518, -4.6948, 3.9930], [15.9043, -4.3045, 3.9955], [16.4483, -4.6812, 5.2649], [13.8966, -4.6403, 3.0566], [13.9285, -4.0695, 4.7163], [14.4003, -5.7192, 4.3618], [16.0383, -3.2767, 3.6583], [16.4405, -4.9763, 3.3251], [17.4070, -4.6850, 5.2143]], "gap_ev": 9.5, "lumo_energy_ev": 0.24}

***

Stability check: which of them is most stable? entry P.